[1]
{
  "formula": "C12H24CuN4OTa",
  "method": "ωB97M-V with the def2-TZVPD basis set",
  "homo_ev": -16.1,
  "energy_ev": -67014.1099,
  "lumo_ev": -10.19,
  "homo_lumo_gap_ha": 0.2191,
  "charge": 2,
  "max_force_ev_per_a": 7.31,
  "elements": ["N", "C", "O", "Cu", "Ta", "N", "N", "C", "C", "C", "C", "C", "C", "C", "C", "H", "H", "H", "H", "H", "H", "H", "H", "H", "H", "H", "H", "H", "H", "H", "H", "H", "H", "C", "H", "H", "H", "C", "H", "H", "H", "N", "C"],
  "xyz": [[2.186, -0.514, -0.015], [3.189, -0.984, 0.642], [3.677, -1.206, 1.709], [3.668, -1.279, -1.121], [0.319, -0.004, -0.041], [-0.771, -1.582, -0.347], [-0.213, 1.835, -0.433], [-0.300, -2.988, -0.373], [0.264, 3.075, 0.210], [0.803, -3.128, -1.408], [-1.432, -3.936, -0.747], [0.215, -3.339, 1.021], [0.423, 4.170, -0.842], [-0.767, 3.510, 1.256], [1.600, 2.828, 0.906], [0.429, -2.817, -2.395], [1.116, -4.182, -1.448], [1.692, -2.526, -1.164], [-2.210, -3.963, 0.021], [-1.018, -4.948, -0.836], [-1.867, -3.658, -1.713], [1.092, -2.741, 1.303], [0.505, -4.398, 1.034], [-0.574, -3.170, 1.767], [1.048, 3.825, -1.674], [0.909, 5.040, -0.379], [-0.548, 4.498, -1.229], [-1.733, 3.715, 0.777], [-0.407, 4.428, 1.746], [-0.891, 2.728, 2.018], [1.503, 2.148, 1.760], [1.952, 3.795, 1.296], [2.357, 2.444, 0.209], [-1.308, 1.952, -1.412], [-1.539, 0.959, -1.825], [-2.231, 2.359, -0.967], [-1.007, 2.608, -2.241], [-2.207, -1.329, -0.100], [-2.608, -2.031, 0.647], [-2.359, -0.311, 0.290], [-2.778, -1.424, -1.037], [-0.207, 0.411, 3.132], [0.030, 0.129, 2.003]]
}



[2]
{
  "formula": "C4H7NO",
  "method": "ωB97M-V with the def2-TZVPD basis set",
  "homo_ev": -9.9,
  "smiles": "C=CCNC=O",
  "energy_ev": -7798.5540,
  "e_above_lowest_kj_mol": 105.2,
  "lumo_ev": 0.95,
  "homo_lumo_gap_ha": 0.3993,
  "charge": 0,
  "max_force_ev_per_a": 0.78,
  "elements": ["C", "C", "C", "C", "H", "H", "H", "H", "H", "H", "H", "N", "O"],
  "xyz": [[-1.317, 1.267, 0.283], [-0.121, 1.378, -0.292], [0.793, 0.227, -0.630], [0.412, -1.750, 0.798], [-1.744, 0.318, 0.572], [-1.916, 2.158, 0.450], [0.254, 2.357, -0.587], [1.730, 0.332, -0.067], [1.084, 0.285, -1.691], [-0.453, -1.451, -1.002], [1.169, -1.241, 1.438], [0.239, -1.082, -0.370], [-0.129, -2.799, 1.098]]
}



[3]
{
  "formula": "C19H19FeIN2O3",
  "method": "ωB97M-V with the def2-TZVPD basis set",
  "multiplicity": 5,
  "homo_ev": [-7.8, -7.8],
  "energy_ev": -71624.6670,
  "e_above_lowest_kj_mol": 0.0,
  "lumo_ev": [-1.04, -1.18],
  "homo_lumo_gap_ha": [0.2490, 0.2436],
  "charge": 0,
  "max_force_ev_per_a": 2.13,
  "elements": ["C", "C", "H", "H", "H", "H", "H", "H", "C", "C", "C", "C", "H", "H", "H", "H", "N", "C", "C", "N", "C", "C", "C", "H", "H", "C", "H", "H", "Fe", "I", "O", "C", "C", "C", "C", "C", "C", "C", "O", "O", "H", "H", "H", "H", "H"],
  "xyz": [[3.675, 4.559, 0.062], [4.826, 3.623, -0.322], [3.350, 5.167, -0.790], [4.005, 5.232, 0.863], [2.779, 4.041, 0.423], [4.552, 2.833, -1.026], [5.595, 4.241, -0.789], [5.247, 3.154, 0.570], [-2.578, 1.557, -1.665], [-3.781, 1.504, -2.375], [-4.021, 0.404, -3.205], [-3.043, -0.577, -3.291], [-2.344, 2.411, -1.035], [-4.497, 2.314, -2.285], [-4.950, 0.310, -3.757], [-3.172, -1.463, -3.913], [-1.619, 0.612, -1.749], [-1.853, -0.455, -2.563], [-0.764, -1.413, -2.635], [0.321, -1.076, -1.893], [1.360, -1.924, -1.801], [0.289, -3.456, -3.331], [1.381, -3.119, -2.522], [2.183, -1.622, -1.138], [2.252, -3.762, -2.429], [-0.802, -2.596, -3.387], [-1.702, -2.814, -3.952], [0.276, -4.383, -3.893], [0.300, 0.843, -0.749], [0.571, 3.277, -0.545], [1.080, 0.508, 3.275], [0.183, -0.364, 3.761], [0.011, -0.434, 5.158], [-0.834, -1.391, 5.696], [-1.536, -2.283, 4.869], [-1.358, -2.231, 3.486], [-0.528, -1.270, 2.901], [-0.495, -1.170, 1.396], [-1.178, -1.905, 0.685], [0.297, -0.204, 0.953], [1.006, 0.449, 2.270], [0.547, 0.288, 5.776], [-0.967, -1.423, 6.781], [-2.200, -3.052, 5.297], [-1.865, -2.940, 2.821]]
}



[4]
{
  "formula": "C23H31N7PdS",
  "method": "ωB97M-V with the def2-TZVPD basis set",
  "homo_ev": -6.4,
  "energy_ev": -49100.4280,
  "e_above_lowest_kj_mol": 0.0,
  "lumo_ev": -0.64,
  "homo_lumo_gap_ha": 0.2113,
  "charge": 0,
  "max_force_ev_per_a": 0.39,
  "elements": ["Pd", "N", "C", "S", "N", "N", "C", "C", "C", "C", "C", "C", "N", "H", "H", "H", "H", "H", "H", "H", "C", "N", "C", "C", "N", "C", "H", "H", "H", "H", "H", "H", "C", "C", "C", "C", "C", "C", "C", "C", "N", "C", "C", "C", "C", "H", "H", "H", "H", "H", "H", "H", "H", "H", "H", "H", "H", "H", "H", "H", "H", "H", "H"],
  "xyz": [[1.707, 0.126, 0.977], [3.925, 3.692, 1.925], [3.417, 2.495, 1.590], [1.692, 2.301, 1.709], [4.283, 1.574, 1.211], [3.684, 0.406, 0.910], [4.374, -0.591, 0.482], [3.655, -1.819, 0.185], [4.292, -2.974, -0.247], [3.534, -4.109, -0.488], [2.166, -4.064, -0.286], [1.594, -2.875, 0.142], [2.315, -1.784, 0.363], [3.324, 4.416, 2.271], [4.921, 3.824, 1.915], [5.447, -0.512, 0.353], [5.364, -2.975, -0.389], [4.011, -5.019, -0.829], [1.538, -4.925, -0.463], [0.529, -2.773, 0.300], [-2.938, 4.454, 0.709], [-2.304, 3.676, -0.331], [-2.906, 2.742, -1.136], [-1.897, 2.154, -1.843], [-0.690, 2.709, -1.498], [-0.972, 3.601, -0.583], [-3.932, 4.759, 0.388], [-2.349, 5.349, 0.901], [-3.021, 3.878, 1.632], [-3.970, 2.582, -1.122], [-1.969, 1.358, -2.567], [-0.256, 4.220, -0.065], [0.717, -0.401, -3.890], [-0.173, -0.854, -2.762], [-1.277, -1.670, -3.005], [-2.100, -2.028, -1.947], [-3.305, -2.904, -2.179], [-1.815, -1.603, -0.651], [-0.699, -0.786, -0.354], [0.075, -0.416, -1.479], [-0.252, -0.406, 0.898], [-1.105, -0.177, 2.077], [-2.250, -1.182, 2.303], [-1.729, 1.224, 1.990], [-0.233, -0.275, 3.336], [0.276, -0.635, -4.860], [1.694, -0.888, -3.840], [0.885, 0.676, -3.837], [-1.502, -2.004, -4.013], [-3.451, -3.100, -3.241], [-4.212, -2.435, -1.793], [-3.196, -3.866, -1.673], [-2.476, -1.959, 0.118], [0.883, 0.283, -1.319], [-3.082, -1.025, 1.620], [-2.635, -1.038, 3.313], [-1.901, -2.214, 2.223], [-2.336, 1.292, 1.084], [-0.947, 1.982, 1.934], [-2.360, 1.431, 2.859], [0.215, -1.270, 3.406], [-0.844, -0.111, 4.226], [0.566, 0.465, 3.342]]
}



[5]
{
  "formula": "C2H3F2N",
  "method": "ωB97M-V with the def2-TZVPD basis set",
  "homo_ev": [-10.6, -9.4],
  "energy_ev": -9043.5210,
  "e_above_lowest_kj_mol": 300.8,
  "lumo_ev": [-0.28, -0.71],
  "homo_lumo_gap_ha": [0.3805, 0.3184],
  "charge": 0,
  "max_force_ev_per_a": 4.68,
  "elements": ["C", "C", "N", "F", "F", "H", "H", "H"],
  "xyz": [[0.004, 0.131, 0.629], [0.934, -0.085, -0.634], [-1.346, 0.365, 0.019], [-0.099, -1.102, 1.158], [1.502, 1.048, -1.052], [0.329, 0.874, 1.338], [0.607, -0.741, -1.425], [-1.932, -0.490, -0.034]]
}